Here is a structure of composition C29H49Cl3CoN3O3Si at a distorted geometry from the Open Molecules 2025 dataset. Energies are from ωB97M-V/def2-TZVPD.

Calculated values
* 2S+1: 5
* Kohn-Sham gap (alpha / beta): 7.6 / 5.9 eV
* highest occupied orbital energy (alpha / beta): -0.272 / -0.273 Ha
* net charge: 0
* LUMO (alpha / beta): 0.0085 / -0.0543 Ha

Each line ends with the Mulliken charge.
CARTESIAN COORDINATES (ANGSTROEM)
1 O 0.2255 3.0871 0.9141  -0.203
2 H -0.8350 3.3147 -3.2750  0.378
3 H 4.3003 -3.2086 -1.5606  0.297
4 H 1.7355 -1.2791 4.0203  0.389
5 C 1.0468 -3.2715 -0.5357  0.562
6 C -1.0127 -3.2559 1.3616  -0.649
7 H 1.9035 -1.1064 1.5159  0.106
8 H -4.3345 2.5276 3.9491  0.248
9 C -0.4841 0.7377 -4.4066  -1.169
10 H 0.1352 0.0479 0.2436  -0.163
11 H 3.8656 0.7437 -2.5719  0.326
12 C 0.0536 -4.1393 1.4826  -0.824
13 Cl -3.2744 3.6108 1.3476  -0.535
14 C -0.4016 -2.8325 -3.3682  0.554
15 H 0.8471 2.5988 -0.9763  0.162
16 H -1.6168 1.8150 5.0543  0.560
17 H -1.9168 -1.7660 0.0212  0.445
18 H -2.7930 -0.0137 6.1062  0.377
19 H 0.1699 -0.0352 -4.8310  0.108
20 H -0.8479 4.7544 1.4943  0.279
21 C -4.3457 1.6433 4.6050  -0.752
22 H 1.6570 1.0324 -0.8050  -0.216
23 H -4.0345 -0.9152 5.1825  0.345
24 H 0.5210 -6.0023 -4.2799  0.371
25 H -1.9864 -1.6947 -4.3108  0.276
26 H 3.7969 -1.8162 0.0177  0.362
27 H -4.1875 1.9442 5.6524  0.406
28 C -1.2305 2.5774 -2.5561  -1.476
29 H 4.1416 -0.5462 -3.8453  0.434
30 C -0.0114 -4.1212 -3.3049  0.152
31 C 0.9972 -0.6992 3.4600  -1.063
32 C 3.9097 -2.6188 -2.4120  -0.965
33 H 2.0240 6.9153 1.8331  0.290
34 H -0.0513 0.0611 5.1969  0.441
35 H 1.9957 2.0208 -2.2356  0.521
36 C -3.0719 -0.3869 5.1193  -0.822
37 C -0.4991 -1.9119 -2.1475  -0.153
38 H -5.2949 1.0874 4.4713  0.320
39 N 3.6743 -1.2467 -1.9620  0.348
40 C -0.1263 -2.5516 -0.8006  0.121
41 H -1.5204 0.4319 -4.5978  0.301
42 H -1.0096 -5.3276 -4.7932  0.361
43 H -1.5895 -1.6627 -2.0722  0.629
44 C -1.0997 -2.4676 0.2092  -0.604
45 H -2.1839 2.4799 3.4625  0.120
46 H -2.2865 2.4109 -2.8101  0.387
47 C -1.1072 -2.3022 -4.5807  -1.903
48 H -1.8057 -3.1901 2.1083  0.433
49 H -2.3023 -1.0763 4.7700  0.266
50 H 2.6696 3.6710 0.8717  0.187
51 H 2.9497 -3.0354 -2.7763  0.343
52 H 1.9321 -4.8487 0.6503  0.424
53 C -0.9413 0.7354 3.3327  2.638
54 H 2.5776 3.7941 2.6567  0.263
55 H 0.7013 6.5444 2.9568  0.337
56 C 1.0611 6.4185 1.9308  -0.946
57 O 3.4939 0.1932 -0.1599  -0.583
58 H 2.4901 -0.1688 -3.2944  0.086
59 N -3.1969 0.7777 4.2049  0.617
60 C -0.9641 0.6692 1.9638  -1.476
61 H -0.4476 -1.6969 -5.2097  0.291
62 C 1.1005 -4.1381 0.5646  -1.144
63 H 0.2346 -4.5519 -2.3536  0.463
64 O 0.3319 -0.7246 -2.3545  -0.389
65 H -0.3040 1.6446 -4.9877  0.479
66 C 1.2019 1.7139 -1.5452  -0.436
67 C 0.1200 4.2469 1.3278  -0.236
68 H 0.0690 -4.8339 2.3173  0.381
69 H 0.4869 -4.5574 -5.3365  0.335
70 H 0.3282 6.8682 1.2545  0.340
71 H 4.6245 -2.6174 -3.2532  0.350
72 H 3.2730 5.1308 1.7207  0.307
73 C -0.0032 0.0319 4.1081  -0.850
74 N 1.2015 5.0164 1.5942  0.198
75 Cl -4.2377 -0.0202 1.5015  -0.468
76 H 1.8830 -3.2767 -1.2428  0.434
77 C 0.0056 -5.0538 -4.4804  -1.709
78 H -1.1707 3.0640 -1.5702  0.210
79 C 3.5453 -0.2218 -2.9813  -0.846
80 C 3.6419 -0.9275 -0.6370  0.002
81 C 1.0773 -0.6370 2.0658  -1.171
82 C 0.0897 0.0502 1.3296  2.719
83 C 2.4973 4.3631 1.7104  -0.747
84 H -3.4696 0.3709 3.2679  -0.132
85 Co -2.7343 1.5901 0.9998  -0.662
86 C -1.9262 1.5787 4.0345  -1.534
87 Si -0.1211 0.8731 -2.6038  1.270
88 Cl -2.3267 0.6665 -0.9009  0.014
89 H -1.4836 -3.0995 -5.2371  0.462

Here is a structure of composition H16O8 at a distorted geometry from the Open Molecules 2025 dataset. Energies are from ωB97M-V/def2-TZVPD.

Calculated values
* Kohn-Sham gap: 9.4 eV
* highest occupied orbital energy: -0.357 Ha
* net charge: 0
* LUMO: -0.0106 Ha

Each line ends with the Mulliken charge.
CARTESIAN COORDINATES (ANGSTROEM)
1 O 1.0666 25.1053 -8.7806  -0.748
2 O 0.8721 28.6416 -3.7075  -0.632
3 H -1.6741 27.7580 -5.1534  0.321
4 O 2.2748 27.1703 -7.6697  -0.496
5 H -0.2686 27.4244 -5.6063  0.659
6 O 0.6728 25.9499 -3.7138  -0.755
7 O 3.6250 25.4029 -6.8544  -0.667
8 H 1.2209 26.0150 -6.1248  0.451
9 H 1.4748 27.6953 -7.6454  0.237
10 O -0.8468 28.1626 -5.4144  -0.734
11 H 2.9823 25.9580 -7.2963  0.083
12 H 0.8739 24.9761 -7.8520  0.360
13 H 1.9818 25.3854 -8.7991  0.430
14 H 0.3174 28.3240 -4.4200  0.305
15 H 1.1774 24.0944 -6.0401  0.296
16 O 1.3361 24.7392 -6.7295  -0.636
17 H 0.3633 29.3435 -3.3018  0.254
18 H 2.8912 27.6956 -8.1800  0.214
19 H -0.0606 26.3735 -3.2677  0.299
20 H 1.0928 27.5136 -6.2977  0.261
21 H 2.2520 24.6077 -6.9748  0.430
22 O 0.9432 26.8088 -5.6675  -0.760
23 H 4.4726 25.7633 -7.1147  0.295
24 H 0.8847 26.5380 -4.4387  0.534

Here is a structure of composition C30H26Cl2N7O8PtS3 at a distorted geometry from the Open Molecules 2025 dataset. Energies are from ωB97M-V/def2-TZVPD.

Calculated values
* Kohn-Sham gap (alpha / beta): 4.5 / 4.5 eV
* highest occupied orbital energy (alpha / beta): -0.381 / -0.381 Ha
* net charge: +1
* LUMO (alpha / beta): -0.2157 / -0.2161 Ha

Each line ends with the Mulliken charge.
CARTESIAN COORDINATES (ANGSTROEM)
1 H 4.4816 0.1631 4.4772  0.380
2 H 2.0911 -1.4114 2.0258  -0.059
3 N -0.0304 0.9470 1.2024  -0.261
4 C 3.5109 0.6551 -3.7728  -0.623
5 N 0.4366 -2.3781 -1.5506  -0.413
6 H -0.0323 -3.5787 -4.5950  0.491
7 C -1.4465 1.1874 2.9199  0.446
8 O -0.3537 0.9517 -1.8659  -0.561
9 O -3.1198 -0.3492 -2.1701  -0.735
10 O 2.1386 -0.3502 -2.2033  -0.740
11 H -2.0486 3.9282 0.0134  0.490
12 C -1.0318 3.9663 -0.3351  -0.311
13 N -5.7253 -4.8830 1.7676  -0.460
14 C 3.0455 -1.7619 3.8406  -1.256
15 H 2.6399 -1.1249 4.6296  0.370
16 C 1.5684 3.9653 -1.3143  -0.740
17 H 1.9580 2.4280 0.1272  0.619
18 C 0.8349 -3.0019 -2.6647  -0.839
19 H -1.9977 -0.9170 4.0792  0.404
20 S -1.6059 -2.3897 -3.1373  -0.003
21 O -1.0196 -1.8258 3.1602  -0.817
22 C -4.2837 -2.7275 -0.7868  -0.500
23 C -0.4024 -1.1799 2.3195  1.362
24 C -3.7755 -1.7076 0.0056  -0.612
25 H 5.6409 1.3873 3.9833  0.336
26 H -3.5403 -0.9238 1.9732  0.649
27 O -2.8391 1.9779 4.6290  -0.600
28 C -0.0778 3.1110 0.1988  0.097
29 H 6.1053 -0.3247 3.9414  0.323
30 C 1.3282 2.0067 -4.8538  -1.001
31 H 4.6455 1.5275 -5.3403  0.444
32 C -0.8217 -1.9580 -1.6173  0.333
33 H -1.4002 5.5229 -1.7407  0.406
34 O 0.4731 -1.6736 1.5400  -0.958
35 H -6.0845 -5.6363 1.2069  0.190
36 H 5.3302 0.8500 1.7489  0.262
37 H -4.1738 -2.6679 -1.8583  0.547
38 C -4.5843 -2.7874 1.9788  -1.022
39 C 1.1450 1.2535 -3.6882  1.003
40 N -0.4375 2.2121 1.2219  -0.043
41 Pt 0.8462 -0.4171 -0.3298  3.340
42 C 3.6717 1.4220 -4.8859  -0.720
43 H -5.3637 -4.5674 -0.8199  0.322
44 C 2.2375 0.4888 -3.1405  0.454
45 Cl 2.7934 3.0357 -6.8645  -0.203
46 C 5.2833 0.3775 3.7815  -0.988
47 O -2.6856 0.7082 0.0312  -0.582
48 C -0.6652 4.8439 -1.3382  -1.086
49 C -4.9468 -3.7825 -0.2067  -0.987
50 C 2.5695 2.0942 -5.4466  0.201
51 C 1.2228 3.1012 -0.2904  0.249
52 C -0.1203 1.2967 -3.0188  -0.597
53 N 2.9326 -1.1324 2.5449  0.044
54 O -2.5339 -0.2122 4.5483  -0.573
55 C -1.2849 2.4065 2.2563  -0.163
56 S -2.7823 -0.4664 -0.7784  1.154
57 N -1.3347 -1.2546 -0.6509  -0.130
58 N 4.7971 0.3182 2.4210  -0.199
59 C 0.6300 4.8420 -1.8316  -0.545
60 H 4.0764 -2.0260 4.0638  0.497
61 C -0.1273 -3.1165 -3.6335  -0.316
62 H 1.8496 -3.3556 -2.7289  0.486
63 C -5.0963 -3.8383 1.1928  1.318
64 H -4.7231 -2.8085 3.0485  0.358
65 H 0.4903 2.5489 -5.2647  0.493
66 H 2.4490 -2.6707 3.8087  0.347
67 H 4.3259 0.1033 -3.3341  0.517
68 C 3.7157 -0.2782 1.9259  0.984
69 C -2.3313 1.0155 4.1159  0.385
70 H -0.9570 1.7048 -3.6112  0.291
71 H 2.5755 3.9580 -1.6994  0.440
72 C -3.9227 -1.7383 1.3846  -0.220
73 H -5.8203 -4.9320 2.7679  0.196
74 H 0.8982 5.5089 -2.6353  0.448
75 C -0.6436 0.2945 2.1842  -0.354
76 S 3.3444 0.1320 0.2844  -0.369
77 Cl -1.9109 3.9151 2.6549  -0.090

Here is a structure of composition C20H27AlN9S from the Open Molecules 2025 dataset. Energies are from ωB97M-V/def2-TZVPD.

Calculated values
* Kohn-Sham gap: 8.1 eV
* highest occupied orbital energy: -0.631 Ha
* net charge: +3
* LUMO: -0.3327 Ha

Each line ends with the Mulliken charge.
CARTESIAN COORDINATES (ANGSTROEM)
1 C 0.5446 -1.5550 1.2719  -0.275
2 N 0.3655 2.8245 0.5585  0.388
3 N 3.2609 -1.1137 -0.2792  -0.147
4 H -0.4263 -2.6499 -3.1462  0.370
5 H -4.9074 -0.3224 -0.3042  0.429
6 H 6.3494 -0.2084 -2.3508  0.464
7 H 0.5969 1.1007 3.2037  0.395
8 C -2.5674 1.4366 0.1314  -0.746
9 H -2.7825 0.1202 1.8138  0.209
10 C -2.3879 -2.9466 -2.2677  -0.513
11 H 0.6200 -4.2015 1.0049  0.189
12 Al 0.2617 0.9423 0.1178  -0.745
13 N -3.0492 -0.9751 -0.9670  0.039
14 H 4.3476 0.9782 -2.4782  0.298
15 C 0.6303 0.0631 2.9215  -0.080
16 H 0.7739 -0.6960 4.9207  0.434
17 H -2.1659 2.2692 0.7041  0.421
18 C -3.3972 0.5170 1.0026  -0.523
19 N 4.3786 0.1889 -1.8388  0.004
20 S 1.8998 0.9264 -1.4828  -0.449
21 C 0.3272 5.5919 0.7689  -0.151
22 H 4.3559 -2.6336 0.5758  0.470
23 H 0.4858 -1.8021 0.2180  0.354
24 H 0.6865 -4.5328 2.7014  0.267
25 C 0.7124 -0.9441 3.8679  -0.677
26 C 4.3887 -1.8231 -0.1430  0.106
27 H 1.1780 5.2545 2.7211  0.464
28 H -0.4453 3.0937 -1.3502  0.454
29 C -1.8648 -0.4313 -1.1694  0.292
30 C -3.5408 -2.0599 -1.8477  -0.694
31 H 0.3086 6.6708 0.8569  0.455
32 C -0.0887 3.6014 -0.4614  0.202
33 N 0.6070 -3.8647 1.9504  -0.389
34 N -1.0125 -0.9521 -2.0780  0.041
35 C 3.2611 -0.1117 -1.1298  0.274
36 H -3.1780 1.8633 -0.6680  0.359
37 C 0.8153 3.4409 1.6701  0.256
38 C 0.8061 4.8108 1.8084  -1.102
39 C -3.9546 -0.6054 0.1442  -0.798
40 H -4.2843 -2.6143 -1.2798  0.413
41 H 6.4439 -2.1712 -0.7381  0.439
42 N 0.5558 -0.2629 1.6190  0.812
43 H 1.2194 2.8169 2.4517  0.476
44 H -4.1261 -1.5072 0.7310  0.442
45 C 5.5525 -1.5742 -0.8611  -0.871
46 H -0.4930 5.5440 -1.2298  0.460
47 H -4.0419 -1.6159 -2.7098  0.303
48 H -2.7359 -3.7250 -2.9436  0.387
49 C 5.5181 -0.5235 -1.7341  -0.015
50 H -1.7195 -1.7205 -3.9023  0.355
51 H -1.9683 -3.4368 -1.3853  0.214
52 C 0.6282 -2.5559 2.2565  0.405
53 N -1.4471 0.6696 -0.4810  0.507
54 H -0.3267 -0.3009 -2.4286  0.076
55 C -1.3416 -2.0955 -2.9497  -0.625
56 N 0.7179 -2.2259 3.5477  -0.519
57 H -4.2240 1.0616 1.4569  0.404
58 C -0.1209 4.9721 -0.3916  -1.008